23
Properties=species:S:1:pos:R:3:forces:R:3:mulliken_charge:R:1 method="wB97M-V/def2-TZVPD" homo_ev=-10.6 e_tot_ha=-3103.48132 lumo_energy_ev=-4.7 relative_energy_kcal_mol=88.68 charge=+1
C 0.757425 0.816428 0.130904 1.1203 -3.2764 -0.6630 -0.65
C -0.355979 -1.152135 -0.787920 1.5566 0.3154 0.6994 -0.60
C 1.949185 0.081598 0.329834 -4.2533 -1.1426 -1.2848 -0.90
C 0.846345 -1.883919 -0.524504 -0.4779 -0.2664 0.4042 -0.84
C -0.381883 0.236091 -0.460252 0.7182 -0.9379 1.0603 1.29
C 2.001364 -1.284847 0.049920 -1.3208 1.3000 -1.0106 0.74
C -3.894151 0.548981 -0.171344 3.6138 0.3826 -0.0906 0.29
C -2.100638 2.083889 0.200727 -0.4711 0.9038 -5.1785 -0.55
N -3.384655 1.478315 0.597083 -2.4858 -1.3186 1.9552 -0.06
N -1.498509 1.100858 -0.709210 0.2031 0.0074 0.9016 0.47
N -2.535303 0.662715 -1.446340 -2.8596 -0.0573 0.9486 -0.83
N 3.163727 -1.921320 0.248074 0.1788 1.8116 1.2800 -0.46
Br -5.218924 -0.769169 0.013791 0.7990 1.5927 -0.0094 0.08
H 0.819717 1.777970 0.473001 -0.3611 2.5872 0.4307 0.40
H -1.208548 -1.693393 -1.220452 0.4845 0.2447 0.2195 0.18
H 2.793040 0.463252 0.724951 2.4700 1.8509 1.3455 0.45
H 0.906088 -2.990646 -0.640093 -0.4072 1.0060 -0.3035 0.26
H -2.342109 2.909345 -0.615858 0.1066 -0.9699 2.2712 0.33
H -1.590404 2.460078 1.042746 0.9519 0.0640 0.7198 0.43
H -3.699806 1.761225 1.580278 0.0336 -0.7427 -1.9809 0.32
H -2.426610 -0.332646 -1.635090 0.2318 -0.0232 -0.4290 0.33
H 4.040719 -1.560010 0.542583 0.0081 1.1253 0.3224 0.17
H 3.288538 -2.786813 -0.059944 0.1605 -4.4567 -1.6082 0.15